5
Properties=species:S:1:pos:R:3:forces:R:3 method="wB97M-V/def2-TZVPD" homo_ha=-0.3271 homo_lumo_gap_ha=0.297
C -2.1419 -0.1153 0.1093 3.5 -1.4 -0.9
P -0.6274 -1.0568 -0.0396 -3.5 0.3 0.5
Br -3.6915 -1.0999 0.0035 -0.9 -0.2 0.4
Br -2.2989 1.7528 0.0113 0.0 -0.2 0.1
H 0.1580 -0.0081 -0.3644 1.0 1.4 0.0

7
Properties=species:S:1:pos:R:3:forces:R:3 method="wB97M-V/def2-TZVPD" homo_ha="-0.2561 / -0.4066" spin_multiplicity=3 homo_lumo_gap_ha="0.272 / 0.234" s_squared=2.0063
C 0.4224 0.4904 0.2083 -5.2 -1.1 -1.3
N -0.0590 1.2322 -1.1171 1.2 -2.7 4.1
O -0.5108 2.3097 -1.0182 -1.3 2.7 0.2
O 0.2825 0.6839 -2.1211 0.9 -1.5 -2.2
Cl 0.1172 1.4296 1.5654 0.0 0.5 1.0
Br 2.4362 0.1719 -0.1558 4.2 -0.4 -0.9
H 0.1033 -0.6357 0.3602 0.2 2.6 -0.9

8
Properties=species:S:1:pos:R:3:forces:R:3 method="wB97M-V/def2-TZVPD" homo_ha="-0.3731 / -0.3653" homo_lumo_gap_ha="0.302 / 0.251"
C -1.3410 0.3640 -0.4443 0.7 -0.5 0.2
O 1.9582 -1.4075 -0.5396 -1.0 0.9 -0.1
O 1.0097 -1.0677 1.6860 -0.5 0.8 -1.0
F -2.2083 -0.0620 0.4138 0.0 -0.7 0.0
F -1.5232 -0.1453 -1.6446 0.3 0.9 1.1
S 1.1070 -0.5982 0.3125 0.4 -0.9 0.9
Br 2.1163 1.4984 0.4321 -0.3 -0.2 -0.1
H -1.1188 1.4183 -0.2159 0.5 -0.3 -1.0

Listing DFT total energy for the structures above in their given order: -150425.017; -89195.238; -91457.675 eV.
Listing relative energy (zero: lowest compared OMol25 entry of this formula, charge and spin) for the structures above in their given order: 0.9; 56.7; 42.0 kcal/mol.